Entry 1:
7
Properties=species:S:1:pos:R:3 method="wB97M-V/def2-TZVPD" total_charge=-1 total_energy_ev=-3617.3733 e_lumo_ev="5.39 / 5.08" e_above_lowest_kj_mol=19.4 homo_lumo_gap_ev="4.226 / 10.186" multiplicity=2
N 0.940 -0.030 -1.059
H 1.865 0.377 -1.114
H -1.422 0.639 1.389
H 0.746 -0.741 -0.367
H 0.252 0.720 -1.035
O -1.471 -0.331 1.461
H -0.910 -0.634 0.726



Entry 2:
7
Properties=species:S:1:pos:R:3 method="wB97M-V/def2-TZVPD" smiles=N.O total_energy_ev=-3618.5650 e_lumo_ev=0.85 e_above_lowest_kj_mol=34.3 homo_lumo_gap_ev=10.412
N -0.981 0.769 -0.577
H -1.637 0.407 0.155
H -1.432 0.820 -1.507
H -0.124 0.211 -0.701
O 1.275 -1.001 0.558
H 2.086 -0.400 0.680
H 0.814 -0.805 1.392